# C49H62CrGeN5SSe

A structure of composition C49H62CrGeN5SSe (ωB97M-V/def2-TZVPD, OMol25).

Properties
2S+1 = 5
net charge = -1
orbital gap (spin up / spin down) = 5.98 / 6.54 eV
relative energy (zero: lowest compared OMol25 entry of this formula, charge and spin) = 0.00 kJ/mol
expectation value of S² = 6.023

Last column: Mulliken charge in e.
Atoms and positions in Å:
Cr -1.048 -0.539 -0.156  1.00
S -3.288 -1.648 -0.762  -0.55
C -4.054 -0.532 -1.872  0.42
C -5.225 0.150 -1.492  -0.58
C -5.828 1.023 -2.373  -0.53
C -5.265 1.216 -3.631  -0.84
C -4.120 0.496 -3.930  -0.27
N -3.532 -0.356 -3.096  0.04
H -5.631 -0.024 -0.504  0.46
H -6.727 1.555 -2.084  0.38
H -5.693 1.900 -4.352  0.42
H -3.641 0.609 -4.899  0.41
N -2.015 4.394 -4.086  -0.61
C -1.780 3.341 -3.219  0.66
C -2.566 3.150 -2.085  -0.94
C -2.316 2.068 -1.271  -0.54
N -1.360 1.170 -1.511  2.20
C -0.613 1.349 -2.602  -1.13
C -0.779 2.404 -3.473  -1.28
H -2.503 5.180 -3.691  0.23
H -1.239 4.659 -4.669  0.23
H -3.365 3.839 -1.840  0.43
H -2.894 1.912 -0.370  -0.17
H 0.153 0.605 -2.778  0.38
H -0.138 2.496 -4.341  0.44
C 6.489 -2.722 -1.243  -1.41
Ge 6.025 -1.326 0.047  0.84
C 6.774 0.381 -0.566  -1.25
C 6.774 -1.795 1.798  -1.30
C 4.089 -1.114 0.247  0.03
Se 3.069 -1.189 -1.414  0.00
C 2.929 -3.126 -1.470  -0.75
H 7.554 -2.670 -1.478  0.41
H 5.920 -2.585 -2.163  0.40
H 6.278 -3.714 -0.842  0.37
H 7.701 0.225 -1.119  0.40
H 6.983 1.033 0.283  0.36
H 6.065 0.888 -1.222  0.33
H 7.858 -1.914 1.751  0.40
H 6.334 -2.728 2.152  0.34
H 6.543 -1.015 2.525  0.36
H 3.870 -0.134 0.677  0.41
H 3.663 -1.848 0.931  -0.65
H 3.921 -3.571 -1.497  0.44
H 2.398 -3.390 -2.385  0.38
H 2.368 -3.477 -0.608  0.00
N -0.306 -1.754 -2.521  0.09
C -0.176 -2.009 -3.903  0.32
C 1.075 -1.922 -4.517  0.02
C 1.209 -2.137 -5.881  -0.95
C 0.099 -2.423 -6.663  -0.46
C -1.149 -2.490 -6.056  -0.74
C -1.291 -2.289 -4.693  -0.28
H -1.247 -1.998 -2.207  -0.15
H 0.359 -2.277 -1.961  -0.64
H 1.946 -1.666 -3.924  0.36
H 2.191 -2.070 -6.334  0.40
H 0.204 -2.585 -7.728  0.38
H -2.029 -2.707 -6.651  0.39
H -2.267 -2.325 -4.225  0.39
C 3.045 -2.298 3.591  -0.89
C 2.385 -1.100 3.242  -1.08
C 1.395 -1.108 2.298  0.82
C 0.973 -2.304 1.652  1.28
C -0.091 -2.291 0.669  0.73
C -0.444 -3.537 0.183  0.01
C 0.188 -4.746 0.567  -1.03
C 1.211 -4.737 1.467  -1.28
C 1.625 -3.508 2.040  1.00
C 2.672 -3.470 2.999  -1.08
H 3.839 -2.287 4.329  0.41
H 2.669 -0.168 3.718  0.50
H 0.872 -0.196 2.046  -0.47
H -1.262 -3.618 -0.528  0.15
H -0.148 -5.684 0.138  0.41
H 1.708 -5.654 1.765  0.33
H 3.161 -4.402 3.266  0.37
C 2.787 2.760 -1.022  -1.30
C 1.606 2.975 -0.111  1.02
C 1.210 4.270 0.235  -1.19
C 0.085 4.448 1.025  0.45
C -0.384 5.837 1.383  -1.87
C -0.654 3.353 1.461  -0.12
C -0.303 2.024 1.129  0.69
C 0.883 1.896 0.350  -0.47
N -0.999 0.879 1.399  0.21
C -1.922 0.774 2.536  1.63
C -2.112 -0.728 2.826  -1.90
C -3.064 -0.982 3.996  0.45
C -2.485 -0.348 5.261  -1.49
C -2.299 1.149 5.017  0.25
C -3.660 1.785 4.708  -1.43
C -4.262 1.136 3.456  0.26
C -4.431 -0.367 3.691  -1.46
C -3.330 1.351 2.259  -1.12
C -1.355 1.391 3.831  -0.95
H 3.447 3.629 -1.027  0.44
H 2.454 2.584 -2.050  0.20
H 3.371 1.889 -0.722  -0.09
H 1.779 5.128 -0.110  0.26
H 0.350 6.588 1.087  0.39
H -0.555 5.932 2.458  0.34
H -1.326 6.073 0.881  0.32
H -1.551 3.562 2.024  0.48
H 1.202 0.891 0.075  -0.19
H -1.135 -1.167 3.036  0.21
H -2.503 -1.218 1.930  -0.07
H -3.173 -2.062 4.135  0.42
H -1.522 -0.810 5.499  0.55
H -3.151 -0.511 6.117  0.57
H -1.868 1.618 5.908  0.29
H -3.543 2.863 4.554  0.56
H -4.339 1.648 5.557  0.53
H -5.238 1.586 3.243  0.34
H -4.852 -0.837 2.797  0.48
H -5.123 -0.545 4.522  0.57
H -3.265 2.415 2.026  0.41
H -3.739 0.837 1.381  -0.12
H -0.365 0.964 4.019  0.16
H -1.220 2.469 3.737  0.62



# C3H12NO

A cluster of 2 separate species, C3H12NO in total (ωB97M-V/def2-TZVPD, OMol25).

Properties
net charge = +1
orbital gap = 11.91 eV
relative energy (zero: lowest compared OMol25 entry of this formula, charge and spin) = 88.60 kJ/mol

Last column: Mulliken charge in e.
Atoms and positions in Å:
C -1.499 0.941 1.721  -0.81
N -1.843 0.383 0.380  -0.23
H -0.774 1.724 1.516  0.34
H -2.345 1.429 2.189  0.36
H -0.993 0.247 2.372  0.31
H -2.792 0.022 0.323  0.39
H -1.101 -0.298 -0.003  0.23
H -1.839 1.131 -0.309  0.40
C 1.530 -0.467 -0.279  -0.21
O 0.230 -1.082 -0.306  -0.60
C 1.860 0.224 -1.589  -0.94
H 1.481 0.240 0.552  0.20
H 2.289 -1.190 0.018  0.39
H 0.200 -1.986 -0.634  0.28
H 2.221 1.232 -1.435  0.31
H 2.544 -0.301 -2.247  0.30
H 0.897 0.320 -2.086  0.29



# C4H5O4P

A structure of composition C4H5O4P (ωB97M-V/def2-TZVPD, OMol25).

Properties
net charge = 0
orbital gap (spin up / spin down) = 8.68 / 8.68 eV
relative energy (zero: lowest compared OMol25 entry of this formula, charge and spin) = 9.58 kJ/mol

Last column: Mulliken charge in e.
Atoms and positions in Å:
C 0.115 -1.397 -0.546  -0.40
C 0.341 -0.084 -1.123  0.86
C -1.254 -1.461 0.093  -0.28
C 0.657 1.130 -0.323  -1.05
O -1.687 -1.653 -3.697  -0.75
O -0.131 -2.366 -1.611  -0.26
O -0.215 0.003 -2.305  -0.43
O -2.157 -1.185 -1.123  -0.34
P -1.208 -1.524 -2.346  1.16
H -1.465 -2.484 0.443  0.25
H -1.456 -0.642 0.887  0.26
H 1.605 0.978 0.137  0.36
H -0.086 1.165 0.352  0.31
H 0.669 1.952 -1.108  0.31



# C41H91N2O26PS9

A structure of composition C41H91N2O26PS9 (ωB97M-V/def2-TZVPD, OMol25).

Properties
net charge = 0
orbital gap = 7.67 eV

Last column: Mulliken charge in e.
Atoms and positions in Å:
C 1.568 5.219 8.670  -1.54
C 0.445 5.303 7.633  0.61
C -0.759 6.083 8.153  -0.57
C -1.748 6.563 7.056  -1.63
C -1.793 5.593 5.897  -0.44
C -2.447 4.377 5.963  0.50
P -3.394 3.920 7.467  0.04
C -5.068 3.547 6.770  -1.12
C -2.853 2.260 8.068  -0.57
C -2.839 1.097 7.069  -0.78
C -2.378 3.495 4.831  0.90
C -1.712 3.800 3.679  -1.21
O -1.649 2.917 2.625  -0.57
C -0.352 2.283 2.569  -0.87
C -0.396 0.856 3.038  0.58
O -0.619 0.752 4.432  -0.45
C 0.519 1.057 5.221  0.18
C 1.141 -0.194 5.815  -1.46
C -1.082 5.068 3.589  1.07
N -0.414 5.561 2.538  -0.69
S 0.083 7.013 2.959  0.09
N -0.466 7.109 4.463  -0.63
C -1.113 5.962 4.693  0.57
H 1.314 4.528 9.470  0.27
H 1.860 6.194 9.048  0.42
H 2.440 4.791 8.174  0.41
H 0.183 4.281 7.372  -0.23
H 0.849 5.831 6.770  0.13
H -0.386 6.961 8.680  0.51
H -1.287 5.466 8.878  0.25
H -1.372 7.524 6.716  0.46
H -2.737 6.690 7.479  0.42
H -5.584 2.861 7.435  0.42
H -4.951 3.040 5.813  0.16
H -5.613 4.474 6.652  0.39
H -1.907 2.353 8.597  0.29
H -3.599 2.009 8.823  0.47
H -2.052 1.221 6.339  -0.02
H -2.696 0.162 7.607  0.43
H -3.798 1.007 6.565  0.30
H -2.861 2.532 4.891  0.62
H 0.330 2.841 3.206  0.43
H 0.034 2.326 1.551  0.44
H 0.549 0.357 2.798  0.38
H -1.186 0.298 2.549  -0.48
H 1.282 1.558 4.622  0.49
H 0.226 1.753 6.008  -0.10
H 1.642 -0.730 5.013  0.31
H 0.361 -0.821 6.234  0.26
H 1.842 0.099 6.588  0.43
O -0.090 -0.456 9.385  -0.59
S 1.176 -0.549 10.048  1.30
O 2.343 -0.957 9.331  -0.63
O 1.012 -1.455 11.342  -0.33
C 0.443 -2.772 11.172  -0.31
C 1.430 -3.759 10.582  -0.99
C 1.515 0.966 10.876  -1.02
H -0.464 -2.705 10.570  0.29
H 0.150 -3.087 12.171  0.29
H 1.680 -3.503 9.553  0.29
H 1.002 -4.762 10.589  0.39
H 2.357 -3.763 11.154  0.27
H 0.637 1.262 11.443  0.33
H 1.741 1.705 10.110  0.32
H 2.374 0.825 11.526  0.39
O 0.570 9.718 -2.247  -0.65
S -0.351 10.518 -1.499  1.21
O -0.058 10.883 -0.149  -0.60
O -1.784 9.834 -1.557  -0.26
C -1.882 8.449 -1.161  -0.52
C -1.835 8.273 0.343  -0.71
C -0.759 11.965 -2.411  -0.94
H -1.103 7.868 -1.655  0.34
H -2.839 8.105 -1.548  0.28
H -0.859 8.544 0.739  0.21
H -2.035 7.234 0.608  0.36
H -2.573 8.913 0.828  0.27
H -1.011 11.681 -3.429  0.32
H 0.118 12.608 -2.401  0.37
H -1.594 12.461 -1.924  0.31
O -5.941 -1.484 3.615  -0.68
S -6.019 -1.456 2.186  1.32
O -5.065 -2.179 1.399  -0.64
O -6.041 0.060 1.709  -0.31
C -4.986 0.928 2.181  -0.61
C -3.676 0.703 1.458  -0.22
C -7.636 -1.890 1.662  -0.81
H -4.871 0.810 3.260  0.38
H -5.343 1.940 1.999  0.30
H -3.267 -0.281 1.689  0.21
H -2.953 1.464 1.765  -0.06
H -3.818 0.752 0.378  0.33
H -8.361 -1.320 2.236  0.38
H -7.765 -2.954 1.842  0.21
H -7.728 -1.680 0.599  0.34
O 2.558 -1.553 1.285  -0.64
S 1.833 -2.429 0.414  1.25
O 2.397 -3.673 -0.007  -0.63
O 1.365 -1.608 -0.862  -0.24
C 2.372 -0.889 -1.609  -0.46
C 3.212 -1.797 -2.483  -0.93
C 0.232 -2.729 1.082  -0.69
H 2.992 -0.310 -0.923  0.34
H 1.822 -0.182 -2.225  0.29
H 3.830 -2.464 -1.884  0.33
H 3.869 -1.205 -3.120  0.35
H 2.577 -2.419 -3.114  0.27
H -0.213 -1.782 1.373  -0.01
H 0.362 -3.370 1.951  0.42
H -0.372 -3.231 0.332  0.35
O 4.918 -1.441 -5.855  -0.62
S 5.754 -2.103 -6.807  1.16
O 5.886 -3.528 -6.781  -0.51
O 7.199 -1.444 -6.766  -0.30
C 7.863 -1.357 -5.488  -0.32
C 8.438 -2.686 -5.040  -0.97
C 5.323 -1.598 -8.436  -1.06
H 7.178 -0.948 -4.744  0.30
H 8.663 -0.633 -5.629  0.27
H 7.650 -3.405 -4.819  0.28
H 9.035 -2.550 -4.139  0.39
H 9.065 -3.115 -5.821  0.26
H 5.252 -0.515 -8.461  0.38
H 4.360 -2.049 -8.667  0.38
H 6.080 -1.958 -9.128  0.35
O 5.700 -5.641 -11.606  -0.56
S 5.980 -6.989 -11.216  1.25
O 4.927 -7.834 -10.747  -0.65
O 7.158 -6.969 -10.155  -0.33
C 6.995 -6.101 -9.008  -0.24
C 6.044 -6.654 -7.970  -0.96
C 6.849 -7.817 -12.502  -0.98
H 6.679 -5.113 -9.344  0.26
H 7.991 -5.997 -8.583  0.26
H 5.022 -6.693 -8.347  0.27
H 6.057 -6.016 -7.089  0.34
H 6.324 -7.669 -7.684  0.32
H 7.666 -7.185 -12.839  0.31
H 6.141 -7.987 -13.310  0.37
H 7.218 -8.765 -12.119  0.34
O -8.977 -4.796 1.405  -0.68
S -8.778 -5.525 0.186  1.29
O -9.072 -4.929 -1.079  -0.63
O -9.524 -6.921 0.304  -0.27
C -10.928 -6.910 0.643  -0.34
C -11.806 -6.520 -0.529  -0.98
C -7.135 -6.152 0.154  -0.98
H -11.093 -6.257 1.501  0.32
H -11.154 -7.926 0.959  0.28
H -11.650 -5.481 -0.814  0.29
H -12.856 -6.647 -0.266  0.39
H -11.580 -7.136 -1.399  0.26
H -6.921 -6.627 1.107  0.31
H -6.472 -5.304 -0.005  0.38
H -7.048 -6.858 -0.666  0.36
O 5.334 -2.010 -15.254  -0.65
S 4.490 -1.268 -14.370  1.22
O 4.916 -0.981 -13.035  -0.58
O 3.060 -1.955 -14.329  -0.25
C 2.995 -3.365 -14.016  -0.46
C 3.195 -3.642 -12.542  -0.88
C 3.991 0.231 -15.145  -0.96
H 3.716 -3.911 -14.625  0.33
H 2.001 -3.682 -14.328  0.28
H 4.210 -3.405 -12.231  0.27
H 3.018 -4.696 -12.327  0.39
H 2.515 -3.036 -11.943  0.29
H 3.640 0.008 -16.148  0.32
H 4.864 0.879 -15.182  0.37
H 3.207 0.689 -14.548  0.31